Version i
Entry from OMol25: a cluster of 3 separate species, C4H9NO2 in total (ωB97M-V/def2-TZVPD).

Each line ends with the natural charge from an NBO analysis.
Positions of all 16 atoms, in Å:
C 0.7673 0.0011 1.6098  -0.4189
N 0.9177 0.6403 0.2790  -0.4969
C 0.1170 1.8717 0.1227  -0.3497
C 0.0144 0.8732 -0.8967  0.7435
O -0.0652 0.6978 -2.0846  -0.5823
H 1.0932 0.7108 2.3883  0.2025
H 1.3936 -0.8909 1.7276  0.2072
H -0.2693 -0.2743 1.8470  0.1946
H 0.6649 2.7627 -0.1647  0.2056
H -0.6906 1.9763 0.8399  0.2044
H 1.1410 -1.2120 -0.6106  0.0425
H 0.8591 -1.8618 -0.8639  -0.0426
C -1.4862 -1.3356 -1.0694  0.3012
O -1.4500 -0.4469 -0.2450  -0.5127
H -1.9172 -2.2990 -0.7883  0.1320
H -1.0898 -1.2134 -2.0912  0.1693

The SMILES is CN1CC1=O.[H][H].C=O. For the gap between HOMO and LUMO, the calculation gives 9.121 eV. As for the HOMO energy: -8.8 eV. The value obtained for the molecular weight is 103.121 g mol⁻¹.

Version ii
Entry from OMol25: an isolated molecule of C4H9NO2 (ωB97M-V/def2-TZVPD).

Each line ends with the natural charge from an NBO analysis.
Positions of all 16 atoms, in Å:
C -1.8664 0.7231 1.7381  -0.4237
N -0.9017 0.3238 0.7253  -0.5264
C -0.8026 -0.9130 0.4844  0.4175
O 0.0227 -1.4805 -0.4214  -0.5020
C 0.6526 -0.6458 -1.4133  -0.1158
C 1.9750 -0.0014 -0.9429  -0.0918
O 1.8243 1.3916 -0.8390  -0.7206
H -1.3431 1.2508 2.5422  0.2040
H -2.5876 1.4182 1.2944  0.2033
H -2.4177 -0.1232 2.1789  0.1721
H -1.3780 -1.7074 0.9788  0.1489
H 0.8850 -1.1952 -2.3953  0.2009
H -0.1093 0.0676 -1.7598  0.2007
H 2.3808 -0.4321 -0.0072  0.1740
H 2.7495 -0.1905 -1.6989  0.1750
H 0.9165 1.5139 -0.4642  0.4839

The SMILES is C/N=C/OCCO. For the gap between HOMO and LUMO, the calculation gives 10.938 eV. As for the HOMO energy: -9.9 eV. The value obtained for the molecular weight is 103.121 g mol⁻¹.

Version iii
Entry from OMol25: a cluster of 2 separate species, C4H9NO2 in total (ωB97M-V/def2-TZVPD).

Each line ends with the natural charge from an NBO analysis.
Positions of all 16 atoms, in Å:
C -2.1975 0.1411 -0.2838  -0.4227
N -0.8510 -0.1372 0.1732  -0.5915
C -0.5559 -0.3282 1.4267  0.4773
O 0.5897 -0.7300 1.7323  -0.6266
C 1.1269 -0.8959 -0.3336  -0.0126
C 1.7578 0.4013 -0.7119  -0.1465
O 0.9483 1.2193 -1.5047  -0.7112
H -2.2727 1.1230 -0.7678  0.1884
H -2.5157 -0.6067 -1.0189  0.1984
H -2.9212 0.1210 0.5414  0.1933
H -1.3002 -0.1422 2.2159  0.1479
H 1.7676 -1.5781 0.2112  0.2162
H 0.5490 -1.3778 -1.1143  0.2056
H 2.1330 0.9102 0.1871  0.1901
H 2.6350 0.1286 -1.3214  0.2102
H 0.0999 1.2336 -1.0318  0.4837

For the gap between HOMO and LUMO, the calculation gives 9.284 eV. As for the HOMO energy: -9.2 eV. The value obtained for the molecular weight is 103.121 g mol⁻¹.

Version iv
Entry from OMol25: a cluster of 2 separate species, C4H9NO2 in total (ωB97M-V/def2-TZVPD).

Each line ends with the natural charge from an NBO analysis.
Positions of all 16 atoms, in Å:
N -2.3506 0.9200 1.1486  -0.8292
C -1.0839 1.3623 1.3688  0.6827
O -0.7984 2.3146 2.0679  -0.5977
C -0.0091 0.5161 0.6767  -0.6274
C -0.2652 0.4064 -0.8099  0.4555
O -1.2587 -0.1148 -1.2667  -0.5458
H -3.1022 1.5242 1.4463  0.4026
H -2.5165 0.2738 0.3868  0.4161
H -0.0439 -0.4970 1.0976  0.2597
H 0.9616 0.9625 0.8968  0.2467
H 0.5010 0.8356 -1.4826  0.1321
C 1.9918 -1.7002 -1.1047  -0.8544
H 2.2857 -2.3520 -0.2808  0.2186
H 2.2963 -0.6754 -0.8738  0.2035
H 2.4810 -2.0207 -2.0256  0.2223
H 0.9112 -1.7555 -1.2454  0.2147

The SMILES is NC(=O)CC=O.C. For the gap between HOMO and LUMO, the calculation gives 10.517 eV. As for the HOMO energy: -10.0 eV. The value obtained for the molecular weight is 103.121 g mol⁻¹.

Which of them is the most stable, and which is the least stable? version iv and version i, in that order.

Version i
Entry from OMol25: an isolated molecule of C4H9NO2 (ωB97M-V/def2-TZVPD).

Each line ends with the natural charge from an NBO analysis.
Positions of all 16 atoms, in Å:
C 0.5802 1.4156 1.4544  -0.6079
C 0.3675 -0.0236 0.9594  -0.4153
C -0.0150 -0.0707 -0.5058  -0.1586
N -1.4243 0.3214 -0.7156  -0.8155
C 0.1600 -1.4807 -1.0631  0.7815
O 1.0045 -2.2491 -0.6765  -0.5966
O -0.3658 -1.5992 -2.3064  -0.6663
H 1.5243 1.8100 1.0841  0.2087
H -0.2195 2.0036 0.9928  0.1941
H 0.4251 1.5171 2.5213  0.2164
H 1.2341 -0.6616 1.1465  0.2349
H -0.4022 -0.4901 1.5890  0.1966
H 0.6671 0.5025 -1.1317  0.2219
H -1.5177 1.2842 -1.0093  0.3635
H -1.8593 0.2388 0.1956  0.3534
H -0.1589 -2.5181 -2.5347  0.4894

The SMILES is CC[C@H](N)C(=O)O. For the gap between HOMO and LUMO, the calculation gives 10.332 eV. As for the HOMO energy: -9.5 eV. The value obtained for the molecular weight is 103.121 g mol⁻¹.

Version ii
Entry from OMol25: a structure of composition C4H9NO2 (ωB97M-V/def2-TZVPD).

Each line ends with the natural charge from an NBO analysis.
Positions of all 16 atoms, in Å:
N -0.7131 1.2695 1.6201  -0.7985
C -0.8689 0.5270 0.4826  0.7281
O -2.1187 0.1012 0.3034  -0.7313
C 0.0123 0.9213 -0.7012  -0.4907
C 1.2568 0.0307 -0.7055  -0.4102
C 0.7086 -1.3777 -0.4459  -0.0661
O -0.2707 -1.2624 0.5501  -0.7369
H -1.2450 0.9401 2.4169  0.4023
H 0.2228 1.5886 1.8285  0.3880
H -0.5703 0.7588 -1.6165  0.2291
H 0.2579 1.9879 -0.6433  0.2279
H 1.8219 0.1059 -1.6433  0.2150
H 1.9296 0.3248 0.1121  0.1937
H 0.2898 -1.7806 -1.3848  0.1449
H 1.5132 -2.0556 -0.1279  0.1722
H -1.7581 -0.8712 0.0815  0.5325

For the gap between HOMO and LUMO, the calculation gives 10.195 eV. As for the HOMO energy: -9.3 eV. The value obtained for the molecular weight is 103.121 g mol⁻¹.

Version iii
Entry from OMol25: an isolated molecule of C4H9NO2 (ωB97M-V/def2-TZVPD).

Each line ends with the natural charge from an NBO analysis.
Positions of all 16 atoms, in Å:
C -2.1334 -0.6790 -0.0713  -0.6241
C -0.7423 -0.3056 -0.5471  0.0883
O -0.8063 1.0616 -0.9181  -0.7191
C 0.3172 -0.4833 0.5492  -0.2410
N 1.6226 -0.0509 0.0884  -0.6322
C 2.1921 1.1310 0.4608  0.5239
O 3.2558 1.5465 0.0475  -0.6008
H -2.1902 -1.7305 0.2454  0.2116
H -2.8431 -0.4954 -0.8859  0.2274
H -2.3868 -0.0202 0.7682  0.2140
H -0.4560 -0.9483 -1.4052  0.1541
H 0.0530 1.3127 -1.2823  0.4743
H 0.0488 0.1412 1.4154  0.2071
H 0.3707 -1.5227 0.8964  0.2028
H 2.1494 -0.6420 -0.5426  0.4038
H 1.5486 1.6848 1.1814  0.1100

The SMILES is C[C@@H](O)CNC=O. For the gap between HOMO and LUMO, the calculation gives 10.740 eV. As for the HOMO energy: -9.9 eV. The value obtained for the molecular weight is 103.121 g mol⁻¹.

Version iv
Entry from OMol25: a cluster of 2 separate species, C4H9NO2 in total (ωB97M-V/def2-TZVPD).

Each line ends with the natural charge from an NBO analysis.
Positions of all 16 atoms, in Å:
C -1.8013 -1.7555 -0.1398  -0.3938
C -0.8198 -0.8737 -0.2958  -0.2001
C 0.0310 -0.3876 0.8471  -0.2775
N 1.4449 -0.2949 0.5187  -0.5960
C 2.0651 0.8797 0.2754  0.5400
O 1.5344 1.9806 0.3212  -0.6549
H -2.0197 -2.1981 0.8301  0.1883
H -2.4351 -2.0548 -0.9691  0.2055
H -0.6175 -0.4061 -1.2568  0.2348
H -0.2675 0.6217 1.1446  0.2354
H -0.0934 -1.0394 1.7185  0.2031
H 1.9656 -1.1471 0.3771  0.3998
H 3.1366 0.7621 0.0392  0.1227
O -0.6233 1.9573 -1.5437  -0.9625
H -1.4348 1.9378 -1.0241  0.4619
H 0.0733 2.1617 -0.8963  0.4932

The SMILES is C=CCNC=O.O. For the gap between HOMO and LUMO, the calculation gives 10.728 eV. As for the HOMO energy: -9.9 eV. The value obtained for the molecular weight is 103.121 g mol⁻¹.

Which of them is the most stable, and which is the least stable? version iii and version ii, in that order.

Version i
Entry from OMol25: an isolated molecule of C4H9NO2 (ωB97M-V/def2-TZVPD).

Each line ends with the natural charge from an NBO analysis.
Positions of all 16 atoms, in Å:
C 2.0793 -0.4709 -0.9666  -0.4287
N 0.8886 0.2992 -0.6689  -0.5375
C 0.8147 0.9226 0.4300  0.4345
O -0.2996 1.4678 0.9320  -0.5025
C -1.5798 0.8610 0.6314  -0.1029
C -1.4832 -0.6606 0.4823  -0.0990
O -1.3810 -1.0751 -0.8499  -0.7388
H 1.8723 -1.5234 -0.7276  0.2065
H 2.2998 -0.4181 -2.0369  0.2076
H 2.9685 -0.1550 -0.4025  0.1790
H 1.6474 1.0314 1.1340  0.1474
H -2.1899 1.1332 1.4973  0.1970
H -2.0322 1.2987 -0.2696  0.1966
H -0.6281 -0.9924 1.1008  0.1577
H -2.3711 -1.1423 0.8990  0.1917
H -0.6057 -0.5761 -1.1848  0.4913

The SMILES is C/N=C/OCCO. For the gap between HOMO and LUMO, the calculation gives 10.822 eV. As for the HOMO energy: -9.8 eV. The value obtained for the molecular weight is 103.121 g mol⁻¹.

Version ii
Entry from OMol25: a cluster of 2 separate species, C4H9NO2 in total (ωB97M-V/def2-TZVPD).

Each line ends with the natural charge from an NBO analysis.
Positions of all 16 atoms, in Å:
O 0.9598 -1.2459 -0.1383  -0.5261
C 1.0762 -0.1301 -0.7551  0.4402
N 0.1813 0.8434 -0.8946  -0.3502
C -1.0789 0.6488 -0.1862  -0.2250
C -1.1837 1.3735 1.1885  0.1206
C 0.0341 0.9339 2.0473  -0.6171
O -2.3279 1.0803 1.7501  -0.3689
H 2.1002 0.1294 -1.2905  0.1378
H 2.0113 -4.3222 -4.3336  -0.0008
H -1.9612 1.0951 -0.8256  0.2667
H -1.2852 -0.3964 0.0039  0.2372
H -1.0472 2.4439 0.9432  0.1890
H 0.0346 -0.1362 2.0833  0.2358
H 0.9791 1.3156 1.6383  0.2217
H -0.1893 1.3161 3.0859  0.2382
H 1.6967 -4.9492 -4.3166  0.0009

For the gap between HOMO and LUMO, the calculation gives 5.776 eV. As for the HOMO energy: -10.0 eV. The value obtained for the molecular weight is 103.121 g mol⁻¹.

Which of them is the most stable, and which is the least stable? version i and version ii, in that order.